C60H42N6OReS2 | ωB97M-V with the def2-TZVPD basis set

Each line ends with the Löwdin spin population.
Atoms and positions in Å:
Re1 0.570 -0.365 0.497  2.362
C1 6.877 -2.322 -3.092  0.000
C2 6.064 -1.202 -3.226  0.000
C3 4.983 -1.019 -2.374  0.000
C4 4.702 -1.965 -1.388  0.001
C5 5.521 -3.082 -1.253  0.000
C6 6.607 -3.259 -2.103  0.000
C7 3.490 -1.751 -0.540  0.010
C8 3.583 -0.860 0.517  0.013
C9 4.810 -0.297 0.986  0.005
C10 4.503 0.563 1.987  0.003
C11 3.072 0.577 2.114  0.011
N1 2.534 -0.354 1.263  0.040
C12 2.378 1.544 2.848  0.019
C13 1.023 1.776 2.743  0.014
C14 0.287 2.766 3.482  0.008
C15 -1.027 2.574 3.217  0.007
C16 -1.121 1.428 2.352  0.017
C17 -2.262 0.684 2.134  0.019
C18 -3.586 1.265 2.514  0.002
C19 -4.003 1.326 3.842  0.001
C20 -5.222 1.912 4.167  0.000
C21 -6.029 2.439 3.165  0.000
C22 -5.627 2.353 1.837  0.000
C23 -4.411 1.764 1.509  0.001
C24 -2.247 -0.629 1.666  0.018
N2 -1.174 -1.303 1.132  0.056
C25 -1.630 -2.563 0.784  0.016
C26 -0.939 -3.515 0.057  0.000
C27 -1.605 -4.820 -0.224  0.000
C28 -2.741 -4.868 -1.031  0.000
C29 -3.368 -6.083 -1.280  0.000
C30 -2.870 -7.256 -0.725  0.000
C31 -1.731 -7.213 0.071  0.000
C32 -1.098 -6.001 0.316  0.000
C33 0.336 -3.321 -0.463  0.017
C34 1.052 -4.243 -1.290  0.010
C35 2.270 -3.700 -1.549  0.013
C36 2.332 -2.464 -0.835  0.017
N3 1.111 -2.210 -0.268  0.052
C37 -2.993 -2.692 1.205  0.008
C38 -3.378 -1.500 1.715  0.005
N4 0.142 1.036 1.991  0.059
C39 3.161 2.372 3.817  0.002
C40 3.537 1.824 5.043  0.001
C41 4.249 2.584 5.963  0.000
C42 4.601 3.894 5.660  0.000
C43 4.239 4.440 4.435  0.000
C44 3.519 3.683 3.518  0.001
H1 7.719 -2.464 -3.759  0.000
H2 6.268 -0.475 -4.004  0.000
H3 4.334 -0.153 -2.471  0.000
H4 5.303 -3.814 -0.480  0.000
H5 7.239 -4.133 -1.994  0.000
H6 5.786 -0.531 0.584  0.000
H7 5.173 1.181 2.566  0.000
H8 0.732 3.491 4.149  0.001
H9 -1.874 3.106 3.628  0.001
H10 -3.370 0.912 4.622  0.000
H11 -5.538 1.958 5.203  0.000
H12 -6.970 2.916 3.420  0.000
H13 -6.260 2.750 1.052  0.000
H14 -4.089 1.674 0.472  0.000
H15 -3.123 -3.946 -1.467  0.000
H16 -4.254 -6.111 -1.907  0.000
H17 -3.369 -8.200 -0.910  0.000
H18 -1.338 -8.124 0.510  0.000
H19 -0.216 -5.959 0.948  0.000
H20 0.665 -5.193 -1.626  0.001
H21 3.074 -4.120 -2.138  0.001
H22 -3.592 -3.580 1.086  0.001
H23 -4.354 -1.220 2.086  0.000
H24 3.256 0.801 5.273  0.000
H25 4.527 2.153 6.916  0.000
H26 5.151 4.489 6.379  0.000
H27 4.517 5.458 4.192  0.000
H28 3.232 4.105 2.558  0.000
C45 -1.733 2.830 -1.850  0.000
C46 -0.713 2.070 -1.040  0.006
N5 -0.963 0.862 -0.680  0.016
N6 -2.232 0.395 -0.990  0.004
C47 -2.212 -0.634 -1.785  0.009
S1 -0.838 -1.319 -2.513  0.049
S2 -3.856 -1.317 -2.039  0.004
C48 -3.902 -1.385 -3.861  0.002
C49 -3.890 -0.009 -4.480  0.000
C50 -2.728 0.514 -5.041  0.000
C51 -2.723 1.794 -5.591  0.000
C52 -3.879 2.562 -5.590  0.000
C53 -5.041 2.052 -5.019  0.000
C54 -5.042 0.779 -4.466  0.000
C55 0.563 2.730 -0.733  0.002
C56 0.632 4.120 -0.595  0.002
C57 1.841 4.770 -0.446  -0.002
C58 3.020 4.022 -0.465  0.003
C59 2.973 2.648 -0.612  0.000
C60 1.746 1.978 -0.733  0.017
O1 1.720 0.650 -0.881  0.074
H29 -2.300 2.157 -2.481  0.000
H30 -1.244 3.580 -2.467  0.000
H31 -2.443 3.331 -1.179  0.000
H32 -4.846 -1.895 -4.058  0.000
H33 -3.068 -1.996 -4.195  0.001
H34 -1.824 -0.083 -5.042  0.000
H35 -1.809 2.188 -6.024  0.000
H36 -3.877 3.552 -6.034  0.000
H37 -5.947 2.647 -5.009  0.000
H38 -5.947 0.384 -4.015  0.000
H39 -0.288 4.697 -0.583  0.000
H40 1.873 5.848 -0.333  0.000
H41 3.980 4.518 -0.363  0.000
H42 3.878 2.046 -0.606  0.000

* Kohn-Sham gap (spin up / spin down): 5.41 / 5.44 eV
* multiplicity: 4
* molar mass: 1113.38 g/mol
* E_LUMO (spin up / spin down): -0.0512 / -0.0586 hartree
* energy: -97691.8381 eV
* maximum force: 2.0 eV/A
* charge: 0

---

C60H44F8O16V4 | ωB97M-V with the def2-TZVPD basis set

Each line ends with the Mulliken charge.
Atoms and positions in Å:
O1 4.479 3.708 1.371  -0.511
V1 4.563 2.141 1.158  1.283
O2 5.002 1.473 2.551  -0.549
O3 5.880 -2.018 -1.290  -0.450
V2 5.938 -0.481 -1.232  1.561
O4 5.351 0.203 -2.521  -0.474
O5 -1.913 -3.839 -0.471  -0.397
V3 -1.897 -2.518 -1.353  1.260
O6 -2.290 -2.928 -2.897  -0.509
O7 -2.338 -0.363 3.097  -0.723
V4 -2.933 -0.337 1.660  1.405
O8 -2.859 1.103 0.976  -0.620
C1 2.212 -1.302 -0.628  -0.782
C2 0.821 -1.612 -0.646  1.272
C3 -0.090 -0.795 0.336  0.673
O9 -1.287 -1.117 0.486  -0.808
C4 0.456 0.328 1.038  -0.842
C5 1.776 0.648 0.877  1.471
C6 2.709 -0.275 0.115  0.727
O10 3.990 -0.105 0.077  -0.750
O11 2.172 1.753 1.411  -1.072
O12 0.272 -2.437 -1.379  -0.966
H1 2.886 -1.903 -1.222  0.364
H2 -0.193 1.044 1.521  0.196
C7 -7.191 -1.151 1.004  -0.860
C8 -5.869 -1.021 0.847  0.897
C9 -5.185 -1.538 -0.391  0.116
O13 -3.879 -1.637 -0.450  0.274
C10 -5.899 -2.122 -1.397  -0.634
C11 -7.347 -2.257 -1.323  0.158
C12 -8.063 -1.696 -0.004  0.392
O14 -9.250 -1.926 0.058  -0.602
O15 -8.065 -2.801 -2.130  -0.616
O16 -5.178 -0.486 1.822  -1.021
H3 -7.704 -0.912 1.928  0.431
H4 -5.381 -2.477 -2.279  0.485
F1 -1.776 -0.233 -2.183  0.234
C13 -2.296 1.002 -2.464  0.160
C14 -3.643 1.115 -2.707  -0.520
C15 -4.154 2.366 -3.051  -0.685
C16 -3.354 3.488 -3.058  -0.838
C17 -1.999 3.337 -2.795  -0.196
C18 -1.453 2.091 -2.490  -0.165
H5 -4.311 0.264 -2.677  0.485
H6 -5.195 2.393 -3.343  0.429
H7 -3.619 4.502 -3.328  0.472
H8 -1.311 4.165 -2.878  0.151
H9 -0.388 1.997 -2.312  0.444
F2 -0.952 2.633 7.558  -0.304
C19 -1.493 3.155 6.445  0.324
C20 -1.138 2.712 5.181  -0.656
C21 -1.574 3.406 4.048  0.618
C22 -2.407 4.519 4.189  -0.576
C23 -2.776 4.918 5.464  -0.373
C24 -2.344 4.264 6.608  -0.684
H10 -0.484 1.847 5.179  0.610
H11 -1.185 3.099 3.088  0.047
H12 -2.613 5.153 3.339  0.235
H13 -3.350 5.831 5.563  0.355
H14 -2.531 4.675 7.589  0.414
F3 3.924 2.474 -1.056  0.233
C25 3.047 3.090 -1.916  0.067
C26 3.056 2.742 -3.273  -0.424
C27 2.329 3.472 -4.184  -0.841
C28 1.480 4.478 -3.710  -0.346
C29 1.344 4.733 -2.357  -0.648
C30 2.150 4.026 -1.445  0.258
H15 3.788 2.043 -3.663  0.348
H16 2.436 3.186 -5.220  0.514
H17 0.839 5.061 -4.359  0.384
H18 0.684 5.524 -2.032  0.505
H19 2.060 4.232 -0.387  0.125
F4 3.794 0.921 -6.146  -0.359
C31 3.747 -0.258 -5.509  0.188
C32 4.838 -1.092 -5.336  -0.490
C33 4.822 -2.209 -4.524  -1.035
C34 3.568 -2.567 -4.012  -0.233
C35 2.419 -1.789 -4.204  -0.266
C36 2.541 -0.606 -4.916  -0.258
H20 5.735 -0.615 -5.727  0.404
H21 5.676 -2.855 -4.391  0.521
H22 3.384 -3.372 -3.308  0.473
H23 1.483 -2.080 -3.747  0.598
H24 1.693 0.068 -4.962  0.480
F5 2.675 -0.467 8.368  -0.342
C37 2.337 -0.607 7.074  0.311
C38 1.406 -1.583 6.717  -0.548
C39 1.071 -1.792 5.387  -0.657
C40 1.644 -0.930 4.434  -0.113
C41 2.542 0.050 4.829  0.030
C42 2.964 0.175 6.147  -0.482
H25 0.973 -2.151 7.530  0.453
H26 0.340 -2.518 5.071  0.614
H27 1.409 -1.013 3.382  0.323
H28 2.981 0.564 3.983  0.001
H29 3.651 0.988 6.336  0.429
F6 -0.219 -8.053 -6.586  -0.303
C43 0.006 -7.042 -5.739  0.076
C44 -0.433 -7.100 -4.432  -0.296
C45 -0.001 -6.181 -3.470  -0.727
C46 0.854 -5.177 -3.907  0.542
C47 1.284 -5.058 -5.243  -0.449
C48 0.839 -6.001 -6.150  -0.390
H30 -1.094 -7.905 -4.137  0.397
H31 -0.300 -6.334 -2.444  0.493
H32 1.199 -4.487 -3.146  -0.057
H33 1.922 -4.236 -5.529  0.334
H34 1.131 -5.960 -7.192  0.395
F7 0.004 8.150 0.971  -0.362
C49 -0.619 6.981 0.774  0.419
C50 -2.012 6.974 0.600  -0.595
C51 -2.669 5.765 0.535  -0.912
C52 -1.967 4.570 0.679  -0.456
C53 -0.595 4.586 0.778  0.660
C54 0.098 5.793 0.876  -0.838
H35 -2.520 7.926 0.533  0.461
H36 -3.746 5.777 0.429  0.486
H37 -2.580 3.679 0.725  0.536
H38 -0.118 3.620 0.897  0.102
H39 1.165 5.884 1.030  0.484
F8 1.338 -5.740 5.773  -0.359
C55 1.396 -5.317 4.501  0.400
C56 2.638 -5.243 3.907  -0.304
C57 2.769 -4.802 2.590  -0.614
C58 1.626 -4.440 1.864  -0.315
C59 0.379 -4.481 2.481  -0.322
C60 0.285 -4.969 3.782  -0.697
H40 3.514 -5.527 4.474  0.421
H41 3.752 -4.720 2.149  0.406
H42 1.725 -3.973 0.892  0.502
H43 -0.541 -4.320 1.934  0.459
H44 -0.696 -5.012 4.241  0.444

* Kohn-Sham gap: 1.23 eV
* multiplicity: 1
* molar mass: 1376.76 g/mol
* E_LUMO: -0.2088 hartree
* energy: -220178.3459 eV
* maximum force: 5.0 eV/A
* charge: 0